{"formula": "C36H81N4O20PS6", "method": "wB97M-V/def2-TZVPD", "species": ["N", "H", "H", "H", "H", "N", "H", "H", "H", "H", "N", "H", "H", "H", "H", "N", "H", "H", "H", "H", "C", "C", "C", "O", "C", "C", "C", "O", "O", "O", "H", "H", "C", "C", "C", "S", "O", "O", "C", "H", "H", "H", "H", "H", "H", "H", "H", "C", "C", "C", "S", "O", "O", "C", "H", "H", "H", "H", "H", "H", "H", "H", "C", "C", "C", "S", "O", "O", "C", "H", "H", "H", "H", "H", "H", "H", "H", "C", "C", "C", "S", "O", "O", "C", "H", "H", "H", "H", "H", "H", "H", "H", "C", "C", "C", "S", "O", "O", "C", "H", "H", "H", "H", "H", "H", "H", "H", "C", "C", "C", "S", "O", "O", "C", "H", "H", "H", "H", "H", "H", "H", "H", "C", "C", "O", "P", "O", "O", "C", "C", "O", "C", "C", "H", "H", "H", "H", "H", "H", "H", "H", "H", "H", "H", "H", "H", "H", "H"], "coordinates": [[-2.059810, 12.877110, 17.168380], [-2.150140, 13.604550, 16.473560], [-2.907870, 12.328630, 17.160100], [-1.823820, 13.357690, 18.024790], [-1.259250, 12.291730, 16.977240], [-3.254130, 13.162570, 8.716140], [-2.897930, 13.471570, 9.609300], [-3.334830, 12.166790, 8.864480], [-2.711110, 13.263190, 7.870500], [-4.130110, 13.555140, 8.402070], [-1.091230, 17.113770, 17.335320], [-1.297110, 17.385470, 16.384580], [-1.340790, 17.823890, 18.008770], [-0.117720, 16.864430, 17.436410], [-1.721080, 16.330060, 17.431120], [-2.154820, 17.020140, 7.671890], [-2.313790, 16.860620, 8.656460], [-1.237120, 16.701620, 7.395360], [-2.254610, 18.012020, 7.509680], [-2.882490, 16.511260, 7.190600], [-2.277890, 14.258690, 13.359780], [-2.151300, 15.311620, 14.224140], [-1.804780, 16.718700, 13.796720], [-1.431850, 17.670880, 14.642730], [-1.849720, 17.037470, 12.505100], [-2.144560, 16.088340, 11.452280], [-2.323390, 14.516220, 11.931490], [-2.364620, 13.650700, 11.086970], [-2.306980, 16.359280, 10.248270], [-2.588430, 15.106680, 15.450820], [-2.587470, 13.285970, 13.712450], [-1.706090, 18.087600, 12.297750], [-6.270830, 9.005740, 13.913450], [-6.059660, 10.018920, 12.782680], [-4.849530, 10.750980, 13.348570], [-5.333620, 11.293210, 14.996760], [-6.375280, 12.307200, 14.810560], [-4.115340, 11.529690, 15.810410], [-6.030170, 9.601090, 15.319650], [-5.606660, 8.162620, 13.723360], [-7.311550, 8.685710, 13.964110], [-6.894690, 10.687510, 12.573360], [-5.768550, 9.535720, 11.850010], [-4.603830, 11.712620, 12.898050], [-3.949100, 10.139520, 13.407330], [-6.844390, 9.675720, 16.040470], [-5.162290, 9.135270, 15.786460], [1.630780, 14.908720, 14.015910], [2.008740, 16.364340, 13.913040], [3.081670, 16.632600, 14.977520], [2.470080, 15.721600, 16.521010], [1.607540, 16.688900, 17.229400], [3.640100, 15.131750, 17.159740], [1.401220, 14.531390, 15.505460], [2.497950, 14.379140, 13.621360], [0.753040, 14.658050, 13.420220], [1.111220, 16.925060, 14.174110], [2.385090, 16.594150, 12.916220], [3.254240, 17.692880, 15.162250], [4.028660, 16.222800, 14.626290], [0.377840, 14.456520, 15.873150], [1.732530, 13.502530, 15.646040], [-1.105380, 9.001420, 13.042130], [-0.853500, 9.842650, 11.806380], [-0.832630, 11.309560, 12.282880], [0.118920, 11.327030, 13.848870], [-0.656850, 11.981660, 14.921470], [1.556050, 11.599240, 13.626010], [-0.147720, 9.461530, 14.147590], [-0.813300, 7.984480, 12.780150], [-2.146410, 8.992870, 13.365060], [-1.733630, 9.643350, 11.195030], [0.023950, 9.493610, 11.261990], [-1.857430, 11.555590, 12.560990], [-0.438150, 12.138800, 11.695640], [-0.501490, 9.438450, 15.178320], [0.864990, 9.101900, 13.965410], [-7.202660, 16.607880, 11.355570], [-5.994150, 16.148860, 12.145520], [-5.949460, 14.629280, 12.357270], [-6.895620, 14.036430, 10.896930], [-8.157240, 13.534760, 11.462740], [-5.978640, 13.192480, 10.096220], [-7.322450, 15.670230, 10.112600], [-7.098240, 17.606120, 10.930470], [-8.000800, 16.563170, 12.096560], [-6.009970, 16.682130, 13.096040], [-5.051930, 16.413240, 11.665490], [-6.416630, 14.386420, 13.311660], [-4.952200, 14.254170, 12.127320], [-8.230200, 15.584880, 9.515270], [-6.494740, 15.849700, 9.426470], [-6.554940, 16.197660, 16.331640], [-5.642170, 17.371360, 15.906310], [-4.863300, 17.966900, 17.166850], [-4.849200, 16.653010, 18.434320], [-5.714310, 17.066880, 19.544070], [-3.449520, 16.270050, 18.667780], [-5.805910, 15.402520, 17.366370], [-6.769630, 15.529110, 15.497940], [-7.441150, 16.666330, 16.759520], [-6.314620, 18.099990, 15.453530], [-4.942080, 16.995210, 15.160330], [-5.295740, 18.875630, 17.585560], [-3.794640, 18.097700, 16.996670], [-6.211140, 14.592990, 17.973450], [-5.090530, 14.824100, 16.781770], [-3.885010, 20.510320, 11.755870], [-5.275180, 20.816750, 11.069040], [-6.244750, 21.403400, 12.083850], [-5.826420, 20.493330, 13.586990], [-6.921690, 19.582560, 13.874400], [-5.500890, 21.501850, 14.613310], [-4.215560, 19.702390, 13.050910], [-3.403040, 21.413660, 12.129760], [-3.119030, 20.015690, 11.158610], [-5.621970, 19.863720, 10.669570], [-5.207480, 21.420720, 10.164200], [-7.316140, 21.213170, 12.020310], [-6.069750, 22.467690, 12.241210], [-4.446600, 18.662100, 12.821740], [-3.481480, 19.674000, 13.856160], [3.073510, 14.942390, 6.670070], [3.308490, 16.485670, 6.772170], [3.101430, 16.971640, 8.091420], [1.732400, 16.599110, 8.883710], [0.644890, 16.625330, 7.929520], [2.070420, 15.199760, 9.734880], [1.108000, 14.282530, 10.125890], [0.933370, 13.114050, 9.124210], [1.726340, 17.798460, 10.010120], [0.679340, 17.873740, 10.866850], [0.986390, 18.986480, 11.922160], [2.005560, 14.817750, 6.491020], [3.398140, 14.439780, 5.758970], [3.472160, 14.446900, 7.555310], [4.385170, 16.599690, 6.646230], [2.841620, 17.078590, 5.985670], [1.486420, 13.942430, 11.089850], [0.192050, 14.848720, 10.294870], [0.750860, 13.481120, 8.114230], [1.774540, 12.426080, 9.039220], [0.078340, 12.536260, 9.475190], [-0.193990, 18.117630, 10.261930], [0.495940, 16.958330, 11.429420], [1.240170, 19.982700, 11.559880], [0.159710, 19.183940, 12.604580], [1.790310, 18.711760, 12.605050]], "forces_ev_per_angstrom": [[1.0, 0.0, 0.9], [-0.3, 0.9, -1.5], [-0.6, -0.3, 0.2], [-0.6, 0.0, 0.7], [0.2, -0.4, -0.7], [-0.8, -1.3, -2.6], [1.0, 1.7, 1.8], [-0.6, -0.6, -0.2], [1.2, 0.1, 0.2], [-1.0, -0.1, 1.0], [-0.7, -0.2, 0.7], [0.1, 0.8, -1.7], [-0.2, 0.2, 0.2], [0.9, -0.2, -0.1], [-0.4, -0.4, 0.6], [-0.9, 0.2, -0.8], [0.4, -0.4, 1.7], [1.2, -0.1, 0.1], [0.1, 0.4, -0.3], [-0.2, 0.1, -0.5], [-0.1, 0.3, -3.5], [-2.5, -0.6, 4.1], [1.7, 2.2, 4.2], [-1.3, -3.1, -1.2], [-0.9, -0.6, -4.4], [-0.4, -0.2, 2.0], [1.7, 2.8, 3.1], [-0.8, -1.7, -2.2], [0.0, -0.4, -0.1], [2.0, 0.9, -1.5], [0.1, 0.0, 0.2], [0.0, 0.0, -0.4], [-1.7, -0.3, 0.5], [1.0, 0.3, 0.6], [0.2, 1.9, -0.3], [0.0, -1.1, -0.5], [1.3, -0.8, 0.7], [-1.5, 0.1, -0.6], [1.3, 1.2, 0.1], [-0.2, -0.1, 0.3], [0.1, -0.5, -0.5], [0.0, 0.0, 0.3], [-0.2, -0.1, 0.1], [0.1, 0.0, -0.5], [-0.1, -0.1, 0.2], [-0.1, -0.2, -0.4], [-0.2, -0.1, 0.2], [0.3, -0.3, 0.5], [-0.4, 0.5, 1.0], [-0.5, -0.5, -0.1], [1.3, 1.2, -2.1], [0.6, -1.3, -0.2], [-1.9, 0.2, -0.2], [0.8, -0.6, 0.2], [-0.2, -0.6, 0.2], [0.0, 0.0, 0.0], [0.0, 0.6, -0.4], [-0.2, 0.2, 0.1], [-0.3, -0.1, 0.5], [0.1, -0.4, 0.5], [-0.2, 0.9, -0.2], [0.6, 0.1, 0.3], [1.1, -0.7, 0.8], [-0.5, 0.6, -0.1], [0.1, 0.2, 0.5], [0.2, -2.2, 0.4], [1.0, 0.2, -0.9], [-2.4, 0.1, 0.3], [0.4, 1.9, -0.7], [-0.4, -0.2, 0.2], [0.1, 0.2, 0.0], [0.2, 0.4, -0.5], [0.1, 0.3, 0.1], [0.1, 0.2, 0.1], [0.0, -0.4, -0.4], [0.2, -0.4, -0.2], [-0.1, -0.4, 0.4], [-0.2, -0.6, -1.0], [1.3, 0.6, 0.3], [-0.4, 1.0, -1.6], [-1.4, -0.7, 1.6], [1.5, 0.0, -1.3], [-0.9, 0.9, 0.2], [1.1, -1.0, 1.1], [0.0, 0.2, 0.6], [-0.7, 0.0, -0.8], [0.1, -0.1, 0.1], [0.0, 0.3, -0.2], [0.1, -0.8, -0.4], [-0.1, -0.2, 0.8], [-0.2, -0.1, 0.6], [0.1, 0.3, 0.0], [-0.1, 0.7, 1.1], [0.2, 0.1, 0.7], [-0.3, -1.1, -0.8], [-2.0, 0.3, -0.3], [1.4, -0.8, -1.2], [-0.9, -0.2, 0.0], [2.0, -0.5, 0.4], [-0.3, 0.2, 0.0], [-0.3, -0.4, -0.2], [0.5, 0.2, 0.0], [0.3, 0.2, 0.1], [-0.1, -0.2, 0.0], [-0.2, 0.3, -0.4], [-0.8, 0.7, 0.4], [0.8, 0.3, 0.1], [-0.6, 0.5, 1.4], [0.8, -0.6, -0.8], [0.6, -0.6, 0.4], [0.5, 2.2, 2.2], [0.8, -0.3, -0.5], [-0.1, -1.6, -1.1], [-1.3, -0.2, -0.9], [-0.1, 0.4, -0.3], [-0.4, -0.2, -0.3], [-0.3, -0.3, 0.2], [0.3, 0.3, 0.2], [0.1, 0.0, -0.7], [0.1, -0.2, 0.2], [-0.1, -0.1, -0.1], [-0.1, 0.5, 0.0], [-1.1, 1.0, -0.7], [1.9, -1.9, -0.8], [-1.8, -0.4, 2.1], [4.3, 0.8, 1.6], [-2.7, -0.7, -0.6], [0.9, 3.5, -2.3], [-0.6, -1.0, 0.1], [-0.2, 0.5, 0.5], [2.7, -2.3, -3.3], [-1.6, 1.9, 2.4], [-0.3, 0.0, 0.3], [-0.4, -0.3, 0.9], [1.0, 0.5, 0.0], [-0.3, -0.1, -0.1], [0.0, 0.4, -0.1], [-0.5, 0.0, 0.4], [-0.3, -0.4, 0.1], [-0.5, -0.5, 0.0], [-0.2, 0.1, 0.0], [0.2, 0.3, 0.3], [-0.1, -0.1, -0.1], [-0.5, 0.0, 0.4], [0.0, -0.3, -0.1], [0.1, -0.3, -0.7], [-0.4, -0.4, -0.1], [0.2, -0.3, -0.3]], "e_above_lowest_ev": 1.919, "homo_lumo_gap_ha": 0.260, "charge": 2, "homo_ev": -12.43}